[1]
16
Properties=species:S:1:pos:R:3:mulliken_charge:R:1 method="wB97M-V/def2-TZVPD" e_homo_ha=-0.2120 fmax_ev_per_a=2.47 e_tot_ha=-234.382879 total_charge=0 relative_energy_kj_mol=576.6 orbital_gap_ev=4.47
C 1.5962 -1.6399 -1.5318 -0.936
C 0.4641 -0.6783 -1.7787 -0.341
C -1.4064 0.8651 2.5989 -0.952
C -0.7109 1.0197 1.4433 -0.026
C -0.5688 0.1353 0.3636 -0.330
C 0.2159 0.4494 -0.8732 -0.376
H 2.0755 -2.1305 -2.3747 0.328
H 2.2021 -0.7042 -1.4837 0.239
H 1.7924 -2.2026 -0.6283 0.275
H 0.2354 -0.3361 -2.7803 0.254
H 1.1568 0.8169 -0.4351 0.339
H -1.3813 1.7558 3.2123 0.243
H -1.9451 -0.0203 2.8969 0.296
H -0.1409 1.9458 1.3492 0.214
H -1.0740 -0.8203 0.4330 0.375
H -0.2420 1.3435 -1.3190 0.397


[2]
16
Properties=species:S:1:pos:R:3:mulliken_charge:R:1 method="wB97M-V/def2-TZVPD" e_homo_ha="-0.2807 / -0.2808" fmax_ev_per_a=0.79 e_tot_ha=-234.440580 total_charge=0 relative_energy_kj_mol=425.1 orbital_gap_ev="7.12 / 7.12"
C -0.2532 -0.7038 1.4880 -1.305
C -0.3891 0.2499 0.3351 0.592
C -0.5362 1.6986 0.6470 -1.181
C 1.1195 -0.9973 -1.0412 -1.269
C -0.1533 -0.1884 -0.9600 0.496
C -0.9978 0.2998 -1.9612 -0.726
H -1.1534 -0.6070 2.1078 0.393
H 0.6021 -0.4680 2.1340 0.375
H -0.1734 -1.7448 1.1617 0.326
H -0.1350 2.2830 -0.1831 0.367
H -1.5667 1.9937 0.8312 0.298
H 0.0564 1.9115 1.5496 0.378
H 1.7873 -0.7106 -0.2132 0.327
H 1.0026 -2.0802 -1.0396 0.283
H 1.6041 -0.6555 -1.9582 0.417
H -0.8139 -0.2807 -2.8978 0.230


[3]
16
Properties=species:S:1:pos:R:3:mulliken_charge:R:1 method="wB97M-V/def2-TZVPD" e_homo_ha=-0.2613 fmax_ev_per_a=0.36 e_tot_ha=-234.409722 total_charge=0 relative_energy_kj_mol=506.2 orbital_gap_ev=7.13
C -1.2023 0.8267 -0.7848 -1.206
C -0.2012 0.3376 0.2165 0.967
C -0.6039 0.4433 1.6562 -1.432
C 0.4800 -1.2986 -0.9605 -1.092
C 1.1305 0.0564 -0.0638 -0.141
C 2.3613 0.2902 0.3196 -0.462
H -1.3418 1.8963 -0.5786 0.367
H -2.1813 0.3440 -0.6717 0.362
H -0.8597 0.7247 -1.8152 0.348
H -0.0096 -0.1919 2.3129 0.382
H -0.3241 1.4840 1.8965 0.336
H -1.6730 0.3190 1.8544 0.382
H -0.5551 -1.6581 -0.9283 0.350
H 0.7087 -1.0162 -1.9895 0.295
H 1.1329 -2.0968 -0.6102 0.377
H 3.1386 -0.4607 0.1466 0.165